[1]
# C3H4O

A molecular structure, C3H4O in a non-equilibrium geometry (ωB97M-V/def2-TZVPD, OMol25).

Calculated values
* charge: 0
* HOMO-LUMO gap: 9.30 eV
* LUMO energy: 0.71 eV
* energy relative to the best compared isomer or geometry (same formula, charge and spin): 250.3 kJ/mol

Element x y z (Å)
C: 0.496 -0.671 -0.017
C: -0.813 -0.644 0.018
C: 0.538 0.896 -0.023
O: -1.248 0.561 -0.052
H: 1.177 -1.472 -0.085
H: -1.661 -1.496 0.039
H: 0.600 1.227 0.921
H: 0.912 1.598 -0.800

---

[2]
# C2H2N2O3

C2H2N2O3 in the gas phase in a non-equilibrium geometry (ωB97M-V/def2-TZVPD, OMol25).

Calculated values
* charge: 0
* HOMO-LUMO gap: 10.25 eV
* LUMO energy: 0.04 eV
* energy relative to the best compared isomer or geometry (same formula, charge and spin): 314.3 kJ/mol

Element x y z (Å)
C: -0.614 -0.022 -0.771
C: 0.963 0.628 0.726
N: -0.091 1.081 -1.031
N: 0.216 -0.372 0.575
O: -1.310 -0.914 -1.112
O: 1.650 1.399 1.211
O: -0.056 -1.486 1.396
H: -0.466 1.787 -1.672
H: -0.292 -2.101 0.678

---

[3]
# C21H24N4O2

C21H24N4O2 in the gas phase (ωB97M-V/def2-TZVPD, OMol25).

Calculated values
* SMILES string: CN1C(=O)[C@@H]2[C@@H](c3ccc(N(C)C)cc3)NN(Cc3ccccc3)[C@@H]2C1=O
* charge: 0
* HOMO-LUMO gap: 8.35 eV
* LUMO energy: 0.65 eV
* energy relative to the best compared isomer or geometry (same formula, charge and spin): 206.6 kJ/mol

Element x y z (Å)
C: 5.306 -0.479 2.109
N: 4.108 -0.525 1.303
C: 3.150 -1.506 1.442
O: 3.220 -2.424 2.213
C: 2.007 -1.173 0.487
N: 0.877 -0.698 1.289
C: -0.434 -1.285 1.051
C: -1.076 -1.650 2.366
C: -0.338 -2.326 3.330
C: -0.918 -2.676 4.535
C: -2.243 -2.360 4.788
C: -2.983 -1.686 3.832
C: -2.400 -1.330 2.628
H: -2.979 -0.799 1.884
H: -4.015 -1.433 4.026
H: -2.696 -2.635 5.729
H: -0.336 -3.200 5.279
H: 0.695 -2.567 3.130
H: -0.327 -2.193 0.448
H: -1.069 -0.578 0.507
N: 0.851 0.713 1.232
H: 1.392 1.075 2.015
C: 1.454 1.127 -0.044
C: 0.385 1.241 -1.102
C: -0.300 2.444 -1.233
C: -1.317 2.602 -2.149
C: -1.710 1.548 -2.986
C: -1.013 0.339 -2.852
C: 0.003 0.195 -1.930
H: 0.498 -0.764 -1.869
H: -1.261 -0.508 -3.470
N: -2.748 1.682 -3.876
C: -2.982 0.655 -4.862
H: -2.105 0.484 -5.497
H: -3.813 0.947 -5.499
H: -3.250 -0.287 -4.376
C: -3.332 2.982 -4.104
H: -2.602 3.702 -4.493
H: -4.143 2.892 -4.823
H: -3.752 3.376 -3.176
H: -1.805 3.560 -2.208
H: -0.026 3.277 -0.603
H: 1.929 2.104 0.081
C: 2.511 0.030 -0.322
C: 3.839 0.392 0.307
O: 4.556 1.317 0.025
H: 2.645 -0.146 -1.389
H: 1.739 -2.056 -0.098
H: 5.778 -1.462 2.113
H: 5.059 -0.203 3.135
H: 5.973 0.263 1.675

---

[4]
# C24H25N5PdS

A molecular structure, C24H25N5PdS (ωB97M-V/def2-TZVPD, OMol25).

Calculated values
* charge: +2
* HOMO-LUMO gap: 8.45 eV
* LUMO energy: -5.66 eV
* energy relative to the best compared isomer or geometry (same formula, charge and spin): 0.0 kJ/mol

Element x y z (Å)
Pd: 0.225 -1.199 -0.160
C: -2.765 -0.527 -0.110
C: -2.518 0.650 0.834
C: -1.762 1.778 0.171
C: -2.147 3.101 0.355
C: -1.457 4.100 -0.312
C: -0.408 3.747 -1.148
C: -0.092 2.405 -1.265
N: -0.743 1.436 -0.618
N: -1.789 -1.658 -0.039
C: -2.008 -2.530 -1.228
C: -1.317 -1.931 -2.421
C: -1.813 -2.016 -3.706
C: -1.063 -1.495 -4.752
C: 0.156 -0.900 -4.477
C: 0.589 -0.838 -3.166
N: -0.132 -1.343 -2.161
C: -1.931 -2.412 1.236
C: -1.013 -1.884 2.303
C: -1.299 -2.014 3.648
C: -0.360 -1.599 4.580
C: 0.841 -1.070 4.136
C: 1.059 -0.962 2.777
N: 0.150 -1.350 1.876
H: -2.756 -0.165 -1.138
H: -3.746 -0.971 0.079
H: -2.006 0.325 1.744
H: -3.485 1.030 1.162
H: -2.983 3.340 0.998
H: -1.743 5.137 -0.192
H: 0.144 4.491 -1.704
H: 0.723 2.088 -1.908
H: -3.076 -2.672 -1.414
H: -1.567 -3.506 -1.024
H: -2.769 -2.489 -3.886
H: -1.430 -1.555 -5.767
H: 0.770 -0.486 -5.264
H: 1.534 -0.391 -2.895
H: -1.648 -3.450 1.044
H: -2.970 -2.413 1.573
H: -2.242 -2.443 3.959
H: -0.562 -1.697 5.638
H: 1.604 -0.747 4.829
H: 1.985 -0.571 2.385
S: 2.546 -1.263 -0.382
C: 3.265 0.221 0.105
N: 4.615 0.283 -0.004
C: 5.362 1.358 0.336
C: 4.760 2.477 0.828
C: 3.366 2.467 0.963
C: 2.627 1.361 0.610
H: 5.087 -0.538 -0.365
H: 6.428 1.259 0.192
H: 5.353 3.337 1.101
H: 2.859 3.343 1.348
H: 1.550 1.353 0.696

---

[5]
# CH2ClF

A molecular structure, CH2ClF in a non-equilibrium geometry (ωB97M-V/def2-TZVPD, OMol25).

Calculated values
* charge: 0
* HOMO-LUMO gap: 11.92 eV
* LUMO energy: 0.93 eV
* energy relative to the best compared isomer or geometry (same formula, charge and spin): 83.7 kJ/mol

Element x y z (Å)
C: -0.019 0.027 0.103
F: -0.272 -1.285 0.287
Cl: -0.774 0.511 -1.407
H: 1.350 0.105 0.080
H: -0.284 0.642 0.937

---

[6]
# C29H50AlBr4CaCl2F6N8O6PSSi

A molecular structure, C29H50AlBr4CaCl2F6N8O6PSSi in a non-equilibrium geometry (ωB97M-V/def2-TZVPD, OMol25).

Calculated values
* charge: +2
* HOMO-LUMO gap: 0.88 eV
* LUMO energy: -9.14 eV

Element x y z (Å)
C: 0.008 -2.924 5.303
C: -0.674 -3.027 3.973
Br: -1.566 -4.685 3.712
C: -0.693 -2.069 3.050
Br: 0.204 -0.475 3.523
C: -1.425 -2.119 1.676
N: -2.832 -2.216 1.968
C: -0.957 -3.333 0.843
C: -0.185 -2.974 -0.431
C: -1.130 -2.589 -1.580
C: -0.514 -2.722 -2.982
C: -1.104 -1.695 -3.909
F: -0.809 -1.952 -5.192
F: -2.431 -1.560 -3.803
F: -0.573 -0.461 -3.658
P: 0.715 -4.557 -0.998
N: -0.662 -5.494 -1.353
O: 1.362 -5.214 0.358
N: 0.761 -1.876 -0.167
C: 1.857 -2.212 0.761
C: 2.879 -1.096 0.945
O: 2.598 -0.002 1.360
N: 4.195 -1.465 0.605
C: 5.103 -0.328 0.802
C: 4.584 -2.499 1.606
C: -0.022 -0.770 0.199
N: 0.307 0.414 -0.253
C: 1.318 0.826 -1.203
C: 1.911 2.130 -0.721
O: 0.848 3.121 -0.711
Si: 0.911 4.044 0.689
C: 2.527 4.954 0.856
C: -0.489 5.349 0.698
C: 0.617 3.080 2.223
N: -1.139 -0.816 0.960
C: -2.341 -0.220 0.324
C: -3.132 0.721 1.238
C: -4.612 0.360 1.322
C: -5.429 1.610 1.599
S: -7.142 1.455 1.007
C: -7.920 1.594 2.499
N: -8.862 0.799 3.096
N: -9.036 1.373 4.404
C: -8.277 2.382 4.449
O: -7.571 2.565 3.278
H: 1.077 -2.771 5.165
H: -0.436 -2.139 5.908
H: -0.097 -3.863 5.836
H: -3.135 -3.172 1.855
H: -3.019 -1.948 2.985
H: -1.762 -4.011 0.584
H: -0.291 -3.895 1.489
H: -1.993 -3.245 -1.523
H: -1.478 -1.564 -1.505
H: -0.713 -3.691 -3.427
H: 0.553 -2.512 -2.973
H: -0.352 -6.441 -1.549
H: -1.310 -5.571 -0.573
H: 0.715 -5.548 0.994
H: 2.417 -3.053 0.376
H: 1.507 -2.509 1.754
H: 4.907 0.475 0.101
H: 5.121 0.017 1.835
H: 6.102 -0.699 0.584
H: 5.622 -2.781 1.465
H: 4.481 -2.113 2.623
H: 3.978 -3.396 1.530
H: -0.248 1.181 0.094
H: 0.798 1.046 -2.138
H: 2.063 0.074 -1.436
H: 2.291 2.029 0.293
H: 2.670 2.456 -1.429
H: 2.343 5.820 1.491
H: 2.876 5.319 -0.109
H: 3.280 4.341 1.341
H: -1.349 4.889 1.213
H: -0.207 6.209 1.300
H: -0.789 5.665 -0.306
H: -0.017 2.198 2.111
H: 0.084 3.802 2.892
H: 1.537 2.766 2.706
H: -2.038 0.388 -0.527
H: -2.980 -0.986 -0.100
H: -2.723 0.708 2.247
H: -3.100 1.722 0.792
H: -4.974 -0.102 0.398
H: -4.774 -0.366 2.114
H: -5.002 2.479 1.102
H: -5.442 1.849 2.659
H: -8.156 3.076 5.261
Cl: -3.717 -0.661 4.296
C: 4.070 2.091 -7.413
C: 4.734 0.734 -7.184
O: 5.585 0.783 -6.052
C: 4.987 0.644 -4.858
O: 3.821 0.503 -4.679
C: 6.065 0.644 -3.755
F: 6.939 1.627 -3.965
F: 6.715 -0.516 -3.780
F: 5.521 0.800 -2.558
H: 4.831 2.890 -7.478
H: 3.463 2.084 -8.330
H: 3.403 2.349 -6.594
H: 5.391 0.454 -8.018
H: 3.989 -0.054 -7.086
Ca: 4.777 2.385 -9.947
Br: -10.658 1.116 2.420
Br: -6.290 4.953 3.290
Cl: -0.248 4.848 4.570
Al: -2.592 4.766 -0.745

---

[7]
# C10H9NO

C10H9NO in the gas phase in a non-equilibrium geometry (ωB97M-V/def2-TZVPD, OMol25).

Calculated values
* SMILES string: C=C[C@](O)(C#N)c1ccccc1
* charge: 0
* HOMO-LUMO gap: 10.06 eV
* LUMO energy: 0.46 eV
* energy relative to the best compared isomer or geometry (same formula, charge and spin): 285.6 kJ/mol

Element x y z (Å)
C: 1.786 -1.093 0.393
C: -3.036 -0.790 0.105
C: -2.210 -1.056 -0.976
C: -2.556 -0.153 1.230
C: -0.844 -0.697 -0.900
C: -1.213 0.273 1.288
C: -0.338 0.047 0.224
C: 2.961 1.498 -1.056
C: 1.832 0.783 -1.075
C: 1.170 0.368 0.201
N: 2.184 -2.159 0.355
O: 1.508 1.098 1.313
H: -4.056 -1.273 0.325
H: -2.568 -1.631 -1.719
H: -3.239 -0.051 2.064
H: -0.103 -0.846 -1.694
H: -0.777 1.051 1.921
H: 3.395 1.563 -2.007
H: 3.500 1.868 -0.141
H: 1.474 0.483 -1.962
H: 1.129 0.717 2.113

---

[8]
# C6H6N2

C6H6N2 in the gas phase in a non-equilibrium geometry (ωB97M-V/def2-TZVPD, OMol25).

Calculated values
* SMILES string: c1ncc2c(n1)CC2
* charge: 0
* HOMO-LUMO gap: 10.19 eV
* LUMO energy: 0.63 eV
* energy relative to the best compared isomer or geometry (same formula, charge and spin): 214.0 kJ/mol

Element x y z (Å)
C: -1.493 0.729 0.021
C: -1.580 -0.907 -0.075
C: 0.045 -0.825 -0.030
C: 2.225 -0.690 -0.003
C: 1.024 1.309 -0.075
C: -0.049 0.540 -0.154
H: -2.351 1.333 -0.579
H: -1.705 1.035 1.162
H: -1.650 -1.410 -1.106
H: -2.134 -1.480 0.786
H: 3.243 -1.175 0.202
H: 1.108 2.455 -0.071
N: 1.083 -1.553 -0.034
N: 2.234 0.640 -0.043